one) ORCA calculation (the ωB97M-V functional and the def2-TZVPD basis) on a 3-piece molecular cluster, C3H12NO3 overall.

Structure (XYZ):
```
19
Properties=species:S:1:pos:R:3:lowdin_charge:R:1
H 1.92 0.24 1.28 0.123
H 1.13 -0.01 -3.18 0.080
H -0.15 -1.53 2.82 0.169
H -1.35 -1.04 0.02 0.158
H 2.01 -0.73 -2.19 0.041
C -0.80 -0.47 0.89 -0.146
H 0.36 -0.01 -0.57 0.116
C 0.11 -1.34 1.70 -0.253
H -0.66 1.43 -0.10 0.256
H -1.72 -0.26 1.45 0.135
O -2.03 0.60 -1.65 -0.079
H -2.60 -0.08 -1.16 0.085
O 1.04 -1.92 1.17 0.079
O 1.27 -0.16 -2.23 -0.019
H 1.62 2.03 0.81 0.157
N 0.07 0.57 0.26 -0.038
H -1.91 0.26 -2.56 0.077
H 0.59 1.39 2.06 0.089
C 1.11 1.03 1.21 -0.028
```

## Properties
gap between HOMO and LUMO: 10.694 eV
net charge: +1

two) ORCA calculation (the ωB97M-V functional and the def2-TZVPD basis) on a 3-piece molecular cluster, C3H12NO3 overall.

Structure (XYZ):
```
19
Properties=species:S:1:pos:R:3:lowdin_charge:R:1
N 0.63 0.33 0.05 0.146
H 0.84 3.81 0.65 0.050
H -2.16 -1.53 0.35 0.091
O 0.38 -0.66 -2.69 -0.081
C -1.60 -0.66 -0.03 -0.043
H 1.05 -1.46 -2.62 0.140
H 1.46 -0.33 0.20 0.140
H 0.67 1.39 0.39 0.127
H -1.37 -0.89 -1.13 0.098
H -2.28 0.22 -0.11 0.104
H -0.68 0.28 1.72 0.172
C 0.28 -1.70 1.35 -0.104
C -0.39 -0.41 0.87 -0.306
H 0.80 -0.10 -3.35 0.061
H 0.05 3.01 1.53 0.082
O 1.49 -1.89 1.08 0.048
H -0.29 -2.41 1.96 0.148
H 0.51 0.07 -0.96 0.107
O 0.59 2.93 0.74 0.021
```

## Properties
gap between HOMO and LUMO: 11.354 eV
net charge: +1

Stability, descending: two), one)

one) ORCA calculation (the ωB97M-V functional and the def2-TZVPD basis) on a 2-piece molecular cluster, C4H12NOS overall.

Structure (XYZ):
```
19
Properties=species:S:1:pos:R:3:lowdin_charge:R:1
C 1.72 0.41 -0.91 -0.111
N 0.30 -1.37 0.10 -0.117
O -2.63 -2.40 -0.04 -0.083
H -1.74 -2.69 0.18 0.002
H 1.13 0.25 1.12 0.122
H 1.88 1.49 -0.91 0.023
H -2.58 -1.45 0.07 0.013
H 1.36 0.10 -1.90 0.075
H -1.03 0.62 -0.97 0.048
H 1.12 -2.29 1.77 0.070
H -1.29 0.59 0.76 0.028
C -0.58 0.92 -0.01 -0.789
H 2.68 -0.08 -0.71 0.055
H 2.34 -1.96 0.54 0.063
H 1.17 -3.25 0.29 0.067
H 0.16 -1.60 -0.87 0.095
S -0.33 2.71 0.12 0.111
C 1.29 -2.25 0.70 -0.155
C 0.67 0.07 0.15 -0.516
```

## Properties
gap between HOMO and LUMO: 5.921 eV
net charge: -1

two) ORCA calculation (the ωB97M-V functional and the def2-TZVPD basis) on a 2-piece molecular cluster, C4H12NOS overall.

Structure (XYZ):
```
19
Properties=species:S:1:pos:R:3:lowdin_charge:R:1
C 1.35 -1.16 -1.28 -0.811
H 0.65 0.83 -1.30 0.048
C -1.12 0.78 0.88 -0.320
S 1.78 -0.77 -3.01 0.074
H 1.37 0.33 0.32 0.099
H -1.65 2.92 0.92 0.061
H -1.87 2.15 -0.62 0.072
C -1.21 2.17 0.25 -0.112
N -0.59 -0.27 0.02 -0.116
H -0.51 0.84 1.78 0.100
H 0.01 -2.14 0.85 -0.009
C 0.78 0.05 -0.54 -0.334
H 1.24 -2.21 1.68 0.020
O 0.40 -2.67 1.57 -0.095
H -2.09 0.45 1.27 0.100
H 0.63 -1.98 -1.22 0.028
H 2.23 -1.55 -0.74 0.028
H -1.19 -0.31 -0.80 0.108
H -0.21 2.52 -0.01 0.059
```

## Properties
gap between HOMO and LUMO: 5.976 eV
net charge: -1

Stability, descending: one), two)

one) ORCA calculation (the ωB97M-V functional and the def2-TZVPD basis) on C11H11NO2 as an isolated structure.

Structure (XYZ):
```
25
Properties=species:S:1:pos:R:3:lowdin_charge:R:1
C 0.12 -1.35 -1.80 -0.141
O -2.05 2.54 0.32 0.148
C -0.39 -0.97 1.76 -0.072
H -2.08 0.62 -3.04 0.065
H 3.12 0.22 2.00 0.111
H -2.79 2.17 -0.16 0.094
O 0.16 2.29 0.40 0.126
H -1.40 -1.48 1.75 0.131
C 2.04 0.06 2.02 -0.076
H 2.12 0.41 0.06 0.128
H 0.87 -2.48 -3.52 0.042
H 1.80 -0.32 4.19 0.101
H -3.03 0.81 -1.60 0.105
C 0.25 -0.67 0.60 -0.232
C 1.48 -0.09 0.79 -0.080
N -2.11 0.99 -2.11 0.025
C -0.90 1.10 -1.26 -0.133
C -0.89 2.04 -0.10 -0.538
C 0.11 -0.86 3.03 -0.111
C 1.35 -0.34 3.20 -0.075
H -0.43 -1.03 4.00 0.124
H -1.50 -1.12 -0.58 0.107
H 0.08 1.18 -1.89 0.174
C -0.54 -0.69 -0.68 -0.137
C 0.70 -2.03 -2.56 0.112
```

## Properties
gap between HOMO and LUMO: 8.972 eV
net charge: 0

two) ORCA calculation (the ωB97M-V functional and the def2-TZVPD basis) on one molecule with the formula C11H11NO2.

Structure (XYZ):
```
25
Properties=species:S:1:pos:R:3:lowdin_charge:R:1
H -1.69 0.46 -2.07 0.051
C 1.69 1.71 0.03 -0.091
C 3.43 0.17 0.37 -0.129
H -0.98 1.91 -0.54 0.128
C 0.26 -1.65 0.54 -0.040
H 1.20 2.73 -0.23 0.153
H -3.63 0.42 -1.33 0.143
H -1.34 -1.19 1.64 0.171
H -1.74 -2.30 0.17 0.133
C 1.18 -0.68 0.34 -0.129
H 4.53 -0.04 0.64 0.139
C 2.95 1.48 0.13 -0.108
H -1.38 -1.10 -1.99 0.075
C -2.90 0.28 0.47 -0.528
C -1.18 -1.44 0.53 -0.114
C -0.63 0.96 -0.14 0.063
N -1.93 -0.37 -1.64 0.108
C -1.66 -0.18 -0.16 -0.392
C 0.70 0.73 0.08 -0.155
O -3.87 0.66 -0.35 0.095
O -3.02 0.55 1.65 0.115
H 3.79 2.22 0.06 0.129
C 2.63 -0.84 0.44 -0.068
H 3.16 -1.79 0.55 0.119
H 0.43 -2.71 0.81 0.132
```

## Properties
SMILES: N[C@]1(C(=O)O)C=c2ccccc2=CC1
gap between HOMO and LUMO: 7.366 eV
net charge: 0

Stability, descending: two), one)